DFT (ωB97M-V with the def2-TZVPD basis set) results for a 2-piece molecular cluster, C4H9N overall in a non-equilibrium geometry.

Output
Gap between HOMO and LUMO: 10.9 eV
DFT total energy: -5781.8627 eV
Energy above the lowest of the compared OMol25 structures with the same formula, charge and spin: 45.0 kcal/mol
SMILES: C=NC.C=C

The geometry in XYZ format:
```
14
Properties=species:S:1:pos:R:3:lowdin_charge:R:1
N -1.41257 -0.20562 -0.46375 -0.095
C -0.44832 -1.00807 -0.55266 -0.086
C -2.60258 -0.65389 0.23236 -0.151
C 2.20424 1.29949 -0.46751 -0.095
C 2.21911 0.88188 0.78725 -0.084
H -0.57572 -2.00804 -0.11188 0.070
H 1.28096 1.48999 -1.00347 0.042
H -3.42645 -0.53891 -0.48263 0.074
H 0.49707 -0.78924 -1.02552 0.043
H 1.34826 1.03614 1.40943 0.050
H 3.17534 0.65868 1.24478 0.044
H -2.55278 -1.73528 0.41505 0.067
H -2.79738 0.02129 1.05973 0.074
H 3.09081 1.55156 -1.04119 0.047
```

---

DFT (ωB97M-V with the def2-TZVPD basis set) results for C4H9N as an isolated structure in a non-equilibrium geometry.

Output
Gap between HOMO and LUMO: 9.6 eV
DFT total energy: -5779.1531 eV
Energy above the lowest of the compared OMol25 structures with the same formula, charge and spin: 107.4 kcal/mol

The geometry in XYZ format:
```
14
Properties=species:S:1:pos:R:3:lowdin_charge:R:1
N 0.91380 -0.03287 0.46471 -0.180
C -0.33550 0.49113 0.68001 -0.201
C 2.00629 0.09639 -0.47028 -0.064
C -0.05920 -0.97107 0.93718 -0.109
C -1.80122 0.25503 -0.51373 -0.082
H -0.89369 -1.13730 0.16991 0.067
H 0.22091 -1.45360 1.88515 0.104
H 1.74633 0.77534 -1.28805 0.079
H 2.88624 0.50917 0.05111 0.076
H -1.74578 1.18829 -1.04017 0.006
H -2.03567 -0.50697 -1.31945 0.059
H 2.28673 -0.87844 -0.87569 0.079
H -0.47932 1.43868 1.20537 0.120
H -2.70991 0.22622 0.11393 0.044
```

---

DFT (ωB97M-V with the def2-TZVPD basis set) results for one molecule with the formula C4H9N in a non-equilibrium geometry.

Output
Gap between HOMO and LUMO: 10.3 eV
DFT total energy: -5781.8944 eV
Energy above the lowest of the compared OMol25 structures with the same formula, charge and spin: 44.2 kcal/mol
SMILES: NCC1CC1

The geometry in XYZ format:
```
14
Properties=species:S:1:pos:R:3:lowdin_charge:R:1
N -1.91146 0.33956 0.69187 -0.032
C 0.97343 -0.48728 0.69956 -0.206
C 1.56721 -0.28632 -0.60902 -0.144
C 0.34931 0.58576 -0.17382 -0.273
C -1.11588 0.35242 -0.61453 -0.248
H -0.95402 -0.60432 -1.34359 0.137
H -2.91529 0.03165 0.64245 0.073
H 2.57410 0.12782 -0.77272 0.108
H -1.42970 1.15134 -1.33570 0.101
H 0.59328 -1.45056 0.93893 0.092
H 0.53036 1.59134 0.17663 0.119
H -1.30911 -0.03837 1.48181 0.076
H 1.77618 -0.23060 1.45940 0.122
H 1.27159 -1.08243 -1.24127 0.076
```

---

DFT (ωB97M-V with the def2-TZVPD basis set) results for one molecule with the formula C4H9N.

Output
Gap between HOMO and LUMO (alpha / beta): 7.8 / 7.9 eV
DFT total energy: -5780.7614 eV
Energy above the lowest of the compared OMol25 structures with the same formula, charge and spin: 70.3 kcal/mol

The geometry in XYZ format:
```
14
Properties=species:S:1:pos:R:3:lowdin_charge:R:1
N 0.40799 -0.37796 0.21299 -0.311
C 1.61394 0.10840 -0.45876 -0.030
C 0.45552 -1.39297 1.09213 -0.014
C -1.65562 0.79526 -0.72551 -0.105
C -0.74381 0.31811 0.36066 -0.199
H -2.62955 1.01896 -0.27331 0.067
H -1.31175 1.71804 -1.21252 0.064
H -0.42921 -1.99919 1.22022 0.050
H 1.31558 -1.50412 1.74574 0.056
H 2.36022 -0.69174 -0.47067 0.085
H -0.99261 0.53625 1.38918 0.088
H 1.99714 0.96289 0.10865 0.090
H 1.41222 0.42752 -1.48561 0.089
H -1.83500 0.04459 -1.50647 0.070
```

---

DFT (ωB97M-V with the def2-TZVPD basis set) results for C4H9N as an isolated structure in a non-equilibrium geometry.

Output
Gap between HOMO and LUMO: 8.4 eV
DFT total energy: -5777.5533 eV
Energy above the lowest of the compared OMol25 structures with the same formula, charge and spin: 144.3 kcal/mol

The geometry in XYZ format:
```
14
Properties=species:S:1:pos:R:3:lowdin_charge:R:1
N -0.76478 1.08012 1.21235 0.095
C -0.52529 0.08507 0.15694 -0.523
C 0.66964 -0.52702 -0.33786 -0.179
C 2.12850 -0.11836 -0.22854 -0.091
C -1.93907 -0.22009 -0.31923 -0.077
H 0.55800 -1.66437 -0.37962 0.122
H 2.61767 -0.34075 0.72567 0.075
H 1.47063 0.77181 -0.27992 0.050
H -2.48695 0.72622 -0.65652 0.105
H -0.29736 1.20303 0.05263 0.116
H -1.71832 -0.95872 -1.15313 0.082
H 0.05295 1.04458 1.80380 0.052
H -2.47633 -0.79300 0.53231 0.104
H 2.71071 -0.28852 -1.12889 0.070
```

---

DFT (ωB97M-V with the def2-TZVPD basis set) results for one molecule with the formula C4H9N in a non-equilibrium geometry.

Output
Gap between HOMO and LUMO: 10.4 eV
DFT total energy: -5783.1273 eV
Energy above the lowest of the compared OMol25 structures with the same formula, charge and spin: 15.8 kcal/mol
SMILES: C/C=C/CN

The geometry in XYZ format:
```
14
Properties=species:S:1:pos:R:3:lowdin_charge:R:1
N -0.83690 -1.89337 -1.51085 -0.023
C 0.23273 0.73102 0.79961 -0.177
C -1.10190 -1.02327 -0.32092 -0.284
C 1.25632 1.82688 0.91403 -0.101
C -0.21186 0.16684 -0.32260 -0.138
H -0.05104 0.20744 1.71758 0.102
H 0.08071 -1.66918 -1.88112 0.048
H 0.93803 2.55176 1.66188 0.069
H 2.21391 1.37968 1.18927 0.075
H 0.02886 0.69469 -1.23395 0.106
H -0.98514 -1.61065 0.59240 0.103
H 1.37109 2.29706 -0.05106 0.065
H -2.17273 -0.80647 -0.36657 0.102
H -0.76209 -2.85243 -1.18772 0.053
```

---

DFT (ωB97M-V with the def2-TZVPD basis set) results for one molecule with the formula C4H9N in a non-equilibrium geometry.

Output
Gap between HOMO and LUMO: 10.8 eV
DFT total energy: -5782.2709 eV
Energy above the lowest of the compared OMol25 structures with the same formula, charge and spin: 35.5 kcal/mol
SMILES: CC[C@@H]1CN1

The geometry in XYZ format:
```
14
Properties=species:S:1:pos:R:3:lowdin_charge:R:1
N -0.68004 0.95655 -1.50017 -0.007
C 0.62370 -0.63897 -0.17208 -0.239
C 1.27166 -0.98012 1.21677 -0.123
C -1.69302 0.57833 -0.44154 -0.115
C -0.22307 0.62666 -0.15070 -0.372
H -0.66075 1.93150 -1.65344 0.059
H -2.16203 -0.33815 -0.78125 0.094
H 1.86336 -0.04158 1.48751 0.078
H -2.30161 1.33026 0.04108 0.089
H 0.51361 -1.26066 2.09720 0.112
H -0.09374 -1.41579 -0.50924 0.101
H 0.14515 1.56230 0.33557 0.146
H 1.41954 -0.53511 -1.04286 0.142
H 1.97723 -1.77523 1.07315 0.036
```

---

DFT (ωB97M-V with the def2-TZVPD basis set) results for a 2-piece molecular cluster, C4H9N overall in a non-equilibrium geometry.

Output
Gap between HOMO and LUMO: 9.7 eV
DFT total energy: -5782.1685 eV
Energy above the lowest of the compared OMol25 structures with the same formula, charge and spin: 37.9 kcal/mol
SMILES: C=CN.C=C

The geometry in XYZ format:
```
14
Properties=species:S:1:pos:R:3:lowdin_charge:R:1
N -0.27670 -1.81871 1.15561 0.028
C 0.86107 -1.25573 -0.92872 -0.049
C -0.81735 2.36895 -0.12245 -0.075
C -0.17698 -1.68595 -0.23310 -0.318
C 0.45086 2.02373 0.00689 -0.077
H -1.11240 3.39490 0.04777 0.041
H 0.82419 -1.09907 -1.99296 0.049
H 0.35754 -2.49749 1.55164 0.080
H -1.12935 -1.74749 -0.75266 0.098
H 1.22761 2.74331 0.23342 0.045
H -1.59104 1.61768 -0.19878 0.040
H -1.20022 -1.95892 1.52754 0.070
H 0.76618 0.99788 0.14578 0.011
H 1.81658 -1.08309 -0.43997 0.057
```